No. 1
The following is a quantum chemistry calculation of 2 unconnected molecules or ions with the total composition C4H13NO2 in a non-equilibrium geometry, from the Open Molecules 2025 dataset.

Calculated values
energy	-365.401681	a.u.
relative energy (zero: lowest compared OMol25 entry of this formula, charge and spin)	1.110	eV
Kohn-Sham gap	9.770	eV
highest occupied orbital energy	-9.03	eV
SMILES	CCNCCO.O

```
! wB97M-V def2-TZVPD RIJCOSX def2/J DEFGRID3
* xyz 0 1
C 2.24016 1.98393 -0.68155
C 1.52945 1.38261 -1.88654
N 0.12589 0.98565 -1.52067
C 0.10351 0.05094 -0.40879
C -1.14650 -0.75939 -0.34713
O -1.20930 -1.78306 0.62547
H 1.57958 2.77370 -0.30995
H 2.41432 1.20949 0.05163
H 3.10820 2.54759 -1.01910
H 1.37500 2.15992 -2.63737
H 2.04551 0.53787 -2.35393
H -0.24842 0.54684 -2.34738
H 0.99019 -0.60345 -0.33953
H 0.21475 0.58434 0.54768
H -1.24869 -1.30151 -1.29477
H -2.05701 -0.15525 -0.26350
H -1.20693 -1.43769 1.52260
H -2.45608 -3.38559 3.75253
H -3.53508 -2.55120 4.43630
O -2.61855 -2.78574 4.47399
*
```


No. 2
The following is a quantum chemistry calculation of 2 unconnected molecules or ions with the total composition CH10P6 in a non-equilibrium geometry, from the Open Molecules 2025 dataset.

Calculated values
energy	-2091.986319	a.u.
relative energy (zero: lowest compared OMol25 entry of this formula, charge and spin)	3.724	eV
Kohn-Sham gap (alpha / beta)	6.104 / 7.201	eV
highest occupied orbital energy (alpha / beta)	-7.29 / -8.17	eV

```
! wB97M-V def2-TZVPD RIJCOSX def2/J DEFGRID3
* xyz 0 1
C -0.65806 -0.36102 0.10483
P 0.08843 1.27591 2.64064
P -1.99649 0.56511 -0.54399
P -0.87069 -1.47456 1.46227
P 0.17687 0.37394 -2.67019
P 1.98686 -1.77001 -0.66977
P 0.97271 0.12632 -0.56057
H -0.98028 2.25696 2.31516
H 1.08860 2.10368 2.01202
H -2.57672 0.91561 0.56037
H -1.61910 1.92385 -0.69475
H -2.22095 -1.15287 1.83604
H -1.12895 -2.72433 0.71131
H 0.86419 -0.59091 -3.27032
H 1.35695 1.28670 -2.69331
H 3.25738 -1.19539 -1.26949
H 2.25926 -1.55899 0.72976
*
```